118
Properties=species:S:1:pos:R:3:lowdin_spin:R:1 method="wB97M-V/def2-TZVPD" total_charge=-1 multiplicity=2 homo_ev="-3.634 / -3.628"
Ce -0.17 -0.36 -0.07 0.025
C 1.65 1.93 5.23 0.000
N 1.91 1.36 3.94 0.000
C 2.48 2.04 2.90 0.000
C 2.47 1.19 1.84 0.000
N 1.84 0.04 2.25 0.000
C 1.48 0.12 3.57 0.000
P -1.34 0.65 4.02 0.001
C -1.47 -0.96 3.28 0.000
N -1.62 -1.33 2.01 0.000
C -1.99 -2.64 2.05 0.001
C -2.02 -3.10 3.33 0.000
N -1.69 -2.02 4.12 0.000
C -1.54 -2.03 5.54 0.000
C -1.49 1.65 2.57 0.000
N -1.09 1.42 1.32 0.000
C -1.38 2.55 0.60 0.000
C -1.95 3.48 1.41 0.000
N -2.02 2.91 2.66 0.000
C -2.69 3.47 3.79 0.000
H 2.45 2.63 5.52 0.000
H 1.59 1.13 5.96 0.000
H 0.69 2.46 5.23 0.000
H 2.86 3.05 2.98 0.000
H 2.84 1.32 0.84 0.000
H -2.25 -3.18 1.16 0.000
H -2.26 -4.05 3.76 0.000
H -1.87 -3.00 5.92 0.000
H -2.14 -1.23 5.97 0.000
H -0.49 -1.86 5.82 0.000
H -1.16 2.61 -0.46 0.000
H -2.30 4.47 1.23 0.000
H -3.55 4.05 3.47 0.000
H -2.02 4.12 4.38 0.000
H -3.01 2.65 4.43 0.000
O -1.30 -0.14 -4.27 0.065
C -0.46 0.09 -3.39 0.011
O -0.70 0.62 -2.28 0.046
C 0.98 -0.41 -3.72 0.005
C 1.02 -1.88 -3.26 0.001
C 2.26 -2.59 -3.85 0.001
C 3.38 -2.02 -2.97 0.000
C 2.58 -1.03 -2.09 0.000
O 1.36 -1.73 -1.88 0.000
C 2.18 0.18 -2.95 0.000
C 1.89 1.45 -2.06 0.000
O 2.23 2.53 -2.55 0.000
O 1.43 1.23 -0.91 0.001
H 1.09 -0.32 -4.81 0.000
H 0.08 -2.41 -3.40 0.000
H 2.38 -2.36 -4.91 0.000
H 2.16 -3.66 -3.73 0.000
H 4.17 -1.53 -3.53 0.000
H 3.83 -2.79 -2.34 0.000
H 3.03 -0.78 -1.13 0.000
H 2.97 0.47 -3.64 0.000
C -0.77 -3.84 -0.96 0.010
C -1.56 -2.77 -1.75 0.019
O -1.88 -3.08 -2.93 0.001
N -1.87 -1.67 -1.13 0.137
Te -3.31 -0.71 -2.56 0.400
C -4.72 0.66 -3.90 0.135
C -4.28 1.76 -4.65 0.005
C -3.00 2.47 -4.34 0.002
C -5.06 2.26 -5.69 0.003
C -6.29 1.71 -6.01 -0.004
C -7.15 2.24 -7.13 -0.001
C -6.73 0.63 -5.26 0.008
C -5.96 0.10 -4.24 0.025
C -6.49 -1.08 -3.49 0.013
C -4.54 -0.27 -0.84 0.019
C -4.82 1.03 -0.41 0.009
C -4.33 2.21 -1.19 0.008
C -5.54 1.25 0.75 -0.002
C -6.00 0.21 1.53 0.008
C -6.78 0.45 2.80 0.002
C -5.75 -1.09 1.10 -0.001
C -5.03 -1.33 -0.06 0.012
C -4.81 -2.75 -0.50 0.010
H -1.46 -4.66 -0.73 0.000
H -0.36 -3.42 -0.03 0.000
H 0.03 -4.23 -1.58 0.002
H -2.36 1.84 -3.72 0.003
H -3.21 3.40 -3.80 0.000
H -2.47 2.72 -5.25 0.000
H -4.69 3.11 -6.26 0.000
H -6.69 3.12 -7.60 0.000
H -8.13 2.52 -6.75 0.000
H -7.29 1.48 -7.90 0.000
H -7.69 0.19 -5.50 0.002
H -7.44 -1.41 -3.90 0.001
H -6.61 -0.84 -2.44 0.000
H -5.77 -1.90 -3.56 0.007
H -3.34 1.99 -1.59 0.006
H -4.29 3.10 -0.56 0.000
H -5.00 2.42 -2.03 0.001
H -5.73 2.27 1.07 0.000
H -6.84 1.52 3.01 0.000
H -6.30 -0.04 3.65 0.000
H -7.79 0.06 2.72 0.000
H -6.11 -1.92 1.68 0.000
H -5.30 -3.45 0.17 0.001
H -3.75 -2.96 -0.54 0.003
H -5.20 -2.89 -1.51 0.003
C 1.51 -2.90 3.08 0.000
C 2.39 -2.24 2.00 0.000
C 3.74 -1.89 2.65 0.000
C 2.63 -3.25 0.86 0.000
N 1.74 -1.07 1.41 -0.004
H 2.02 -3.75 3.54 0.000
H 0.58 -3.25 2.62 0.000
H 1.27 -2.15 3.83 0.000
H 4.28 -2.81 2.92 0.000
H 3.58 -1.30 3.55 0.000
H 4.35 -1.31 1.96 0.000
H 2.91 -4.22 1.27 0.000
H 3.43 -2.90 0.21 0.000
H 1.72 -3.34 0.28 0.000

109
Properties=species:S:1:pos:R:3:lowdin_spin:R:1 method="wB97M-V/def2-TZVPD" total_charge=+2 multiplicity=3 homo_ev="-11.915 / -11.915"
W -1.41 -0.05 1.24 0.835
C 3.09 4.12 1.71 -0.003
C 3.38 2.67 1.34 -0.007
C 2.36 1.72 1.96 -0.037
C 2.35 0.84 3.05 0.106
C 3.44 0.43 4.06 0.014
C 4.73 1.33 4.13 0.000
C 1.08 0.16 3.10 0.001
C 0.71 -0.84 4.00 0.109
C -0.40 -1.57 3.75 0.069
C -0.90 -1.56 0.17 -0.030
C 0.07 -1.72 -1.02 0.001
C 0.38 -0.44 -1.78 0.005
C -1.61 -2.64 0.83 0.028
C -2.08 -2.23 2.10 -0.039
C -3.46 -2.26 2.61 0.009
C -4.20 -1.19 1.76 0.136
N -3.52 -0.10 1.38 0.017
C -4.45 0.80 0.84 0.130
C -4.11 1.92 0.09 -0.072
C -2.85 2.27 -0.41 0.155
N -1.67 1.68 0.14 -0.004
C -0.61 2.61 -0.22 0.084
C 0.62 2.54 0.42 0.026
C 1.10 1.73 1.39 0.105
N 0.28 0.70 2.02 0.022
C -1.10 3.48 -1.15 0.106
C -2.48 3.21 -1.35 -0.002
C -3.48 3.79 -2.31 -0.002
C -4.17 5.13 -1.82 -0.001
C -0.32 4.58 -1.76 0.014
C 0.14 5.54 -0.72 0.006
C -5.76 0.24 0.94 0.047
C -5.57 -1.05 1.50 0.044
C -6.65 -2.06 1.91 0.004
C -6.40 -3.48 1.42 0.002
C -6.97 0.86 0.30 0.005
C -7.13 0.06 -1.10 0.004
N -1.30 -1.24 2.80 0.023
C -1.94 -3.89 0.14 0.006
C -2.42 -5.11 0.89 0.000
H 3.94 4.84 1.57 0.000
H 2.75 4.20 2.73 0.000
H 2.16 4.42 1.17 0.001
H 4.41 2.49 1.53 0.000
H 3.31 2.55 0.28 -0.001
H 3.66 -0.63 3.89 0.005
H 2.89 0.44 5.01 0.004
H 5.43 1.04 3.35 0.000
H 5.20 1.34 5.11 0.000
H 4.48 2.39 3.96 0.000
H 1.30 -0.90 4.92 0.005
H -0.45 -2.41 -1.66 -0.002
H 0.96 -2.33 -0.70 -0.002
H 0.93 -0.48 -2.74 0.000
H 0.92 0.20 -1.07 0.002
H -0.50 0.04 -2.07 0.001
H -3.90 -3.25 2.41 0.000
H -5.06 2.46 -0.13 -0.005
H 1.32 3.14 -0.04 0.000
H -4.22 2.98 -2.60 0.001
H -2.98 3.86 -3.30 -0.001
H -4.89 4.88 -1.10 0.000
H -4.69 5.78 -2.55 0.000
H -3.32 5.81 -1.47 0.000
H -0.92 5.07 -2.52 0.000
H 0.53 4.19 -2.27 0.005
H -0.49 5.46 0.15 0.000
H 0.22 6.61 -1.05 0.001
H 1.16 5.30 -0.34 0.000
H -7.51 -1.64 1.37 0.000
H -6.70 -2.10 2.99 0.002
H -5.69 -3.85 2.12 0.000
H -5.90 -3.50 0.46 0.000
H -7.26 -4.17 1.39 0.000
H -6.84 1.99 0.19 0.000
H -7.90 0.63 0.91 0.001
H -6.17 0.25 -1.64 0.000
H -8.02 0.31 -1.72 0.001
H -7.13 -1.02 -0.84 0.000
H -1.07 -4.14 -0.40 0.001
H -2.72 -3.62 -0.60 0.003
H -1.75 -5.35 1.73 0.000
H -2.49 -5.99 0.23 0.000
H -3.44 -5.07 1.28 0.000
N -0.38 -2.86 4.19 0.055
H -0.09 -2.74 5.15 0.002
H -1.21 -3.41 4.03 0.001
H -3.51 -1.95 3.76 0.007
C 7.13 -4.96 -5.25 0.000
C 6.70 -3.65 -4.55 0.000
C 6.59 -3.64 -3.16 0.000
C 6.36 -2.46 -2.40 0.000
C 5.99 -1.33 -3.11 0.000
C 5.89 -1.34 -4.52 0.000
C 6.29 -2.48 -5.26 0.000
S 5.86 0.17 -2.12 0.000
C 7.52 0.68 -2.67 0.000
O 6.03 -0.06 -0.67 0.000
H 6.44 -5.80 -5.33 0.000
H 8.00 -5.33 -4.70 0.000
H 7.56 -4.72 -6.22 0.000
H 6.72 -4.59 -2.62 0.000
H 6.47 -2.31 -1.32 0.000
H 5.47 -0.46 -4.92 0.000
H 6.16 -2.46 -6.30 0.000
H 7.64 1.75 -2.92 0.000
H 7.83 0.21 -3.59 0.000
H 8.19 0.52 -1.78 0.000